6
Properties=species:S:1:pos:R:3:forces:R:3:mulliken_charge:R:1 method="wB97M-V/def2-TZVPD" smiles=FC(S)(Cl)Cl e_homo_ev=-10.028 gap_ev=9.934 total_charge=0 e_tot_ev=-39649.7278
F 0.506 -0.462 -1.544 0.02 0.03 0.09 -0.1424
C 0.321 -0.325 -0.238 -2.71 0.36 1.02 0.3317
S -1.501 0.599 0.074 0.77 -3.95 -2.55 -0.1254
Cl 1.603 0.632 0.469 -0.09 -0.31 -0.04 -0.0911
Cl 0.131 -1.982 0.499 0.45 1.09 -0.48 -0.1006
H -1.060 1.538 0.740 1.55 2.78 1.96 0.1279